# 1
{
  "formula": "C3H6NOS",
  "method": "the ωB97M-V functional and the def2-TZVPD basis",
  "species": ["O", "C", "N", "C", "C", "S", "H", "H", "H", "H", "H", "H"],
  "xyz": [[-0.81, -1.13, -3.19], [-0.86, -0.43, -2.18], [-0.19, -0.77, -1.11], [-0.34, -0.06, 0.20], [0.94, 0.31, 0.93], [0.58, 1.04, 2.53], [-1.71, 0.19, -1.96], [0.46, -1.61, -1.09], [-0.85, -0.95, 0.71], [-1.03, 0.75, 0.28], [1.50, 0.89, 0.23], [1.65, -0.50, 1.05]],
  "s_squared": 0.753,
  "lumo_ev": [0.78, -2.47],
  "e_above_lowest_kj_mol": 124.4,
  "e_homo_ev": [-9.6, -9.5],
  "multiplicity": 2,
  "total_charge": 0
}

---

# 2
{
  "formula": "C12H26N4O3Tc",
  "method": "the ωB97M-V functional and the def2-TZVPD basis",
  "species": ["Tc", "C", "O", "C", "C", "O", "C", "C", "O", "C", "H", "H", "H", "H", "H", "H", "H", "H", "H", "H", "H", "H", "H", "H", "C", "N", "C", "N", "C", "N", "C", "N", "C", "C", "H", "H", "H", "H", "H", "H", "H", "H", "H", "H", "H", "H"],
  "xyz": [[0.00, 1.12, 0.04], [2.71, 1.26, 1.52], [1.91, 1.61, 0.33], [2.31, 2.87, -0.33], [1.24, 3.90, -0.05], [-0.02, 3.19, -0.23], [-1.25, 3.89, 0.09], [-2.34, 2.86, -0.12], [-1.87, 1.60, 0.52], [-2.62, 1.22, 1.73], [3.77, 1.28, 1.26], [2.44, 0.26, 1.85], [2.53, 1.99, 2.32], [2.39, 2.67, -1.40], [3.28, 3.21, 0.03], [1.32, 4.73, -0.76], [1.29, 4.31, 0.97], [-1.41, 4.74, -0.58], [-1.21, 4.26, 1.12], [-2.49, 2.65, -1.18], [-3.28, 3.18, 0.32], [-3.65, 1.01, 1.46], [-2.60, 2.05, 2.45], [-2.16, 0.34, 2.17], [0.68, -2.04, 0.80], [0.60, -3.43, 0.46], [-0.76, -3.94, 0.38], [-1.31, -3.15, -0.73], [-1.38, -1.73, -0.43], [0.03, -1.18, -0.29], [0.74, -1.54, -1.61], [0.68, -2.95, -1.86], [1.32, -3.72, -0.79], [-0.69, -3.43, -2.04], [1.73, -1.75, 0.89], [0.17, -1.86, 1.76], [-1.32, -3.79, 1.31], [-0.77, -5.01, 0.15], [-1.92, -1.59, 0.50], [-1.91, -1.22, -1.24], [1.79, -1.24, -1.54], [0.28, -1.00, -2.44], [2.37, -3.47, -0.71], [1.26, -4.79, -1.01], [-0.72, -4.50, -2.26], [-1.20, -2.90, -2.84]],
  "s_squared": 4.024,
  "lumo_ev": [-17.24, -16.83],
  "e_homo_ev": [-22.8, -22.2],
  "multiplicity": 4,
  "total_charge": 4
}

---

# 3
{
  "formula": "C25H35LuN7O2",
  "method": "the ωB97M-V functional and the def2-TZVPD basis",
  "species": ["Lu", "C", "C", "C", "C", "C", "C", "C", "C", "C", "H", "H", "H", "H", "H", "H", "H", "H", "H", "H", "H", "H", "N", "C", "C", "C", "C", "N", "C", "N", "N", "C", "O", "O", "H", "H", "H", "H", "H", "H", "H", "H", "H", "H", "H", "H", "H", "H", "N", "C", "C", "C", "C", "C", "N", "C", "C", "C", "C", "C", "N", "H", "H", "H", "H", "H", "H", "H", "H", "H"],
  "xyz": [[-0.29, -1.38, -0.04], [-3.91, -2.45, 1.11], [-2.48, -2.35, 1.53], [-1.62, -3.47, 1.42], [-0.30, -3.43, 1.89], [0.57, -4.69, 1.94], [0.14, -2.26, 2.55], [-0.67, -1.10, 2.65], [-0.19, 0.07, 3.49], [-1.92, -1.18, 2.02], [-4.37, -1.48, 0.89], [-4.46, -2.92, 1.98], [-3.97, -3.06, 0.16], [-2.00, -4.40, 0.94], [0.01, -5.58, 1.68], [1.04, -4.84, 2.93], [1.42, -4.57, 1.23], [1.14, -2.40, 2.96], [-0.81, 0.15, 4.37], [-0.39, 1.01, 2.94], [0.88, -0.01, 3.72], [-2.61, -0.36, 2.02], [2.54, 1.23, 1.68], [2.18, 1.73, 0.31], [1.85, 3.25, 0.21], [2.13, 3.95, -1.10], [2.45, 5.45, -0.79], [1.39, 6.23, -0.16], [1.53, 7.19, 0.76], [2.71, 7.38, 1.36], [0.49, 7.94, 1.12], [1.11, 0.80, -0.07], [1.48, -0.26, -0.72], [-0.08, 0.90, 0.41], [2.44, 1.99, 2.38], [3.57, 0.98, 1.59], [3.04, 1.55, -0.35], [2.43, 3.74, 0.99], [0.82, 3.43, 0.53], [1.37, 3.97, -1.84], [3.05, 3.59, -1.52], [2.83, 5.95, -1.67], [3.32, 5.46, -0.14], [0.54, 6.32, -0.65], [3.54, 6.97, 0.93], [2.90, 8.13, 1.98], [-0.44, 7.85, 0.70], [0.70, 8.60, 1.85], [-1.61, -3.68, -2.08], [-0.23, -3.88, -2.17], [0.21, -4.90, -2.98], [1.55, -5.21, -3.04], [2.41, -4.30, -2.35], [1.87, -3.27, -1.59], [0.54, -3.08, -1.48], [-2.40, -2.54, -2.14], [-3.68, -2.62, -2.76], [-4.35, -1.45, -2.93], [-3.87, -0.27, -2.35], [-2.71, -0.24, -1.65], [-1.98, -1.39, -1.54], [-2.09, -4.44, -2.60], [-0.50, -5.46, -3.49], [1.96, -6.04, -3.64], [3.45, -4.52, -2.32], [2.53, -2.66, -1.04], [-4.08, -3.55, -3.23], [-5.31, -1.43, -3.32], [-4.42, 0.64, -2.32], [-2.37, 0.67, -1.17]],
  "lumo_ev": -7.58,
  "e_above_lowest_kj_mol": 88.8,
  "e_homo_ev": -16.3,
  "total_charge": 3
}

---

no.,electronic energy (Ha)
1,-646.0176
2,-996.5239
3,-2742.2935